# 1
18
Properties=species:S:1:pos:R:3:lowdin_charge:R:1 method="wB97M-V/def2-TZVPD" homo_energy_ev=-8.87 e_above_lowest_kcal_mol=166.7 lumo_ev=-3.82
C 0.26294 -0.67210 0.59107 -0.1237
N 1.36643 -1.07878 -0.10638 0.0891
C 2.49778 -0.33244 0.02003 -0.3414
O 2.50881 0.81778 0.44076 0.0377
C -0.38338 0.66884 -0.17571 -0.3316
C -1.32711 1.43193 0.73866 -0.0354
O -2.75124 -1.13894 -0.11085 -0.3268
N -1.02821 0.23190 -1.33506 0.1595
H -0.49244 -1.45340 0.61760 0.1127
H 0.46839 -0.25796 1.58340 0.1352
H -0.39507 -0.36219 -1.87302 0.1172
H 3.41490 -0.78242 -0.37410 0.1220
H 0.47099 1.29591 -0.44063 0.1335
H -1.22880 2.49060 0.48910 0.0919
H -1.14903 1.34408 1.80962 0.0881
H -2.34774 1.08437 0.60583 0.0723
H -3.48403 -1.71806 -0.39375 -0.0366
H -1.88124 -0.39842 -1.08639 0.0363

=====

# 2
12
Properties=species:S:1:pos:R:3:lowdin_charge:R:1 method="wB97M-V/def2-TZVPD" homo_energy_ev=-15.77 e_above_lowest_kcal_mol=48.0 lumo_ev=-5.40 charge=+1
C 1.03733 2.37880 0.36801 0.1042
C -2.31751 -0.05603 0.12766 -0.0572
C 0.12186 -0.99304 0.07716 -0.0035
C 1.32229 -0.07012 -0.33476 -0.0996
N -1.06010 -0.05180 0.13119 0.1558
N 0.99725 1.36277 -0.22580 -0.0821
O -3.45661 0.07088 0.08742 0.3725
H 0.08081 -1.68070 -0.78897 0.1526
H 0.25454 -1.44197 0.97369 0.0979
H 2.09343 -0.05946 0.43485 0.1395
H 1.66149 -0.29927 -1.28232 0.1027
H -0.73478 0.83994 0.43185 0.1171

=====

# 3
10
Properties=species:S:1:pos:R:3:lowdin_charge:R:1 method="wB97M-V/def2-TZVPD" homo_energy_ev="-8.35 / -8.09" e_above_lowest_kcal_mol=56.7 lumo_ev="-2.65 / -2.23"
C -0.44692 -0.57122 2.09301 -0.4166
P 1.58124 0.30761 -1.90197 0.1537
P -0.54553 0.53580 -0.85494 -0.0786
S 0.73807 1.16570 -3.57645 -0.0025
S -1.53633 -0.02948 -2.55273 0.0321
S -0.89043 -1.13463 0.33178 0.3896
H -1.17854 0.09223 2.53789 0.0234
H 0.49639 -0.18593 2.27416 -0.0068
H -0.49753 -1.49789 2.74249 0.0483
H 2.27958 1.31782 -1.09323 -0.1426

=====

# 4
12
Properties=species:S:1:pos:R:3:lowdin_charge:R:1 method="wB97M-V/def2-TZVPD" multiplicity=2 homo_energy_ev="-11.70 / -11.55" e_above_lowest_kcal_mol=20.3 lumo_ev="-4.59 / -5.98" s2=0.7742 charge=+1
O -0.09870 0.21970 0.34887 -0.5473
C 1.19877 0.21403 0.49994 -0.3756
C 1.89797 -0.94642 0.88833 0.0675
Hg -1.71567 -1.11048 1.21400 0.6735
Li -0.34921 1.78912 -0.89411 0.7793
H 1.34130 -1.86571 1.10371 0.0930
H 2.81651 -0.73908 1.45040 0.1162
C 2.34614 -0.14362 -0.81709 -0.1085
C 1.95072 -0.25327 -2.09124 0.0326
H 2.65284 -0.10491 -2.91296 0.0859
H 3.33645 0.27276 -0.60895 0.1164
H 0.89448 -0.22195 -2.37671 0.0671

=====

# 5
67
Properties=species:S:1:pos:R:3:lowdin_charge:R:1 method="wB97M-V/def2-TZVPD" homo_energy_ev=-5.78 e_above_lowest_kcal_mol=85.1 lumo_ev=-0.73
C -3.83877 -0.66366 -4.68996 -0.0796
C -2.61167 0.13355 -4.34651 -0.2280
O -1.89107 -0.64892 -3.35709 -0.0098
C -0.68445 -0.12692 -3.06710 -0.4915
C 0.09866 -0.90654 -2.04982 -0.1219
C 1.39192 -1.23190 -2.68902 -0.2345
C 2.28942 -0.19322 -2.99232 -0.0556
C 3.47460 -0.47366 -3.67814 -0.6862
Cl 4.48871 0.82447 -4.15019 0.6699
C 3.81588 -1.79372 -4.01093 -0.1277
C 2.94703 -2.83231 -3.66169 -0.0956
C 1.73966 -2.55547 -3.02352 -0.0709
O -0.29765 0.91819 -3.58598 0.0333
H -4.51373 -0.05777 -5.29626 0.0750
H -3.57204 -1.54792 -5.27741 0.0799
H -4.37634 -0.98820 -3.79443 0.0788
H -1.97747 0.29158 -5.22765 0.1282
H -2.86965 1.10454 -3.90272 0.1089
H -0.47288 -1.79389 -1.76845 0.1210
H 2.04043 0.83555 -2.74780 0.1116
H 4.74444 -1.98117 -4.54157 0.0938
H 3.20466 -3.86488 -3.89999 0.1006
H 1.03420 -3.35532 -2.77664 0.1142
C 2.03721 -2.59337 0.21076 -0.0027
C 1.95059 -1.43138 1.10328 -0.1792
N 2.76191 -1.34136 2.18386 -0.0483
C 3.84977 -2.26658 2.47447 0.0006
C 2.46173 -0.19927 2.92933 -0.1581
C 1.41650 0.47934 2.26009 -0.1166
C 0.92083 1.64885 2.81866 -0.0211
C 1.35190 2.03055 4.09549 -0.0796
C 2.34763 1.30441 4.77407 -0.0882
C 2.93589 0.18022 4.17896 -0.0176
C 1.05673 -0.31017 1.07557 -0.0843
C 0.04536 0.01075 0.15639 0.0831
C -1.13083 0.64766 0.58452 -0.0843
C -1.88136 1.71722 -0.01064 -0.1544
C -1.69222 2.46267 -1.25682 0.0115
N -2.86155 2.10497 0.83984 -0.0341
C -3.76989 3.21385 0.59131 0.0040
C -2.84000 1.33642 2.00343 -0.1591
C -1.79255 0.39462 1.86642 -0.1225
C -1.49411 -0.42908 2.94206 -0.0192
C -2.12129 -0.19457 4.17197 -0.0715
C -3.09694 0.80846 4.31204 -0.0830
C -3.49483 1.57244 3.20716 -0.0164
H 1.10396 -2.66165 -0.35076 0.0742
H 2.86435 -2.48135 -0.50600 0.1028
H 2.19241 -3.53307 0.75988 0.0872
H 4.23038 -2.05736 3.47578 0.0790
H 3.49059 -3.30112 2.42981 0.0886
H 4.66897 -2.15648 1.74853 0.1063
H 0.20073 2.23989 2.25995 0.1162
H 0.90314 2.90502 4.56885 0.1005
H 2.66162 1.62464 5.76803 0.0992
H 3.71914 -0.40234 4.66413 0.0993
H 0.23106 -0.18788 -1.01623 -0.0089
H -0.80162 2.10709 -1.77125 0.0770
H -2.55533 2.31384 -1.92689 0.0974
H -1.59281 3.54604 -1.08003 0.1008
H -4.41829 3.33238 1.46040 0.0801
H -3.21324 4.14643 0.42794 0.1000
H -4.38788 3.02062 -0.29569 0.1037
H -0.77090 -1.22972 2.81212 0.1200
H -1.83886 -0.79428 5.03830 0.1036
H -3.54870 0.98755 5.28845 0.1010
H -4.26305 2.34273 3.26766 0.0989

=====

# 6
60
Properties=species:S:1:pos:R:3:lowdin_charge:R:1 method="wB97M-V/def2-TZVPD" multiplicity=8 homo_energy_ev="-13.56 / -14.02" lumo_ev="-7.85 / -7.94" s2=15.7577 charge=+2
Ti 9.07969 21.39204 23.59235 1.3556
Cr 7.77140 24.96219 23.70093 0.7568
C 8.75082 23.51468 19.90126 -0.0766
C 9.34562 23.49099 21.24561 -0.4768
O 8.53044 23.46742 22.32762 -0.4154
H 9.46116 23.44945 19.07709 0.0957
H 8.27900 24.48909 19.77471 0.0785
H 8.03575 22.72300 19.67760 0.0797
H 10.00550 24.35294 21.34411 0.1155
H 10.01078 22.62856 21.28875 0.0717
C 6.92770 24.33258 16.76036 -0.0626
C 7.67562 25.56238 16.27499 -0.1697
O 8.01187 25.53761 14.81739 0.0158
C 7.39994 26.44505 13.99961 -0.3178
O 6.50883 27.25016 14.29311 0.1247
C 7.81475 26.37935 12.49362 -0.5366
F 6.70844 26.06477 11.80241 0.1768
F 8.36303 27.57223 12.20622 0.1681
F 8.76159 25.47144 12.25163 0.1639
H 5.95872 24.37482 16.26297 0.0881
H 6.78534 24.32221 17.84097 0.0480
H 7.44435 23.39699 16.54626 0.0818
H 8.63632 25.50145 16.78631 0.1087
H 7.21360 26.51948 16.51704 0.1203
C 6.29320 27.88561 21.18946 0.0058
O 5.90747 26.64035 20.55751 0.0340
C 5.78446 25.49131 21.21331 -0.5476
O 6.05502 25.32297 22.39096 0.0024
O 5.42458 24.52242 20.36811 0.0254
C 5.09138 23.18205 20.73572 -0.0152
H 5.98137 28.70113 20.53693 0.1080
H 7.36808 28.00315 21.32697 0.0982
H 5.77457 28.06653 22.13095 0.1027
H 5.06172 23.03591 21.81547 0.0883
H 5.92150 22.48473 20.62281 0.0761
H 4.15244 22.80636 20.32910 0.1143
C 11.46997 22.27249 27.00073 -0.0050
O 12.39662 22.88679 26.05284 0.0569
C 12.00997 22.77031 24.77092 -0.5520
O 10.90055 22.44692 24.42313 -0.0064
O 13.05569 23.22530 24.06457 0.0627
C 12.94175 23.18912 22.61621 0.0080
H 11.50504 21.18582 27.07825 0.1001
H 10.41337 22.49088 26.84577 0.0853
H 11.75341 22.59282 28.00330 0.1125
H 12.28035 23.97676 22.25525 0.0946
H 12.60585 22.28084 22.11591 0.0833
H 13.93131 23.34083 22.18511 0.1141
C 10.31119 19.70925 19.53624 -0.0325
O 11.36648 19.10912 20.24759 0.0177
C 11.50378 19.42973 21.59730 -0.5208
O 10.74097 20.17837 22.21975 -0.0211
O 12.59475 18.92678 22.06243 0.0811
C 12.89945 19.15982 23.44475 0.0220
H 10.53614 20.77573 19.54718 0.0942
H 9.37459 19.42131 20.01370 0.0992
H 10.25507 19.32823 18.51655 0.1158
H 13.95801 19.09781 23.69712 0.1246
H 12.23540 18.51777 24.02346 0.1125
H 12.54176 20.13662 23.77036 0.0662

=====

# 7
8
Properties=species:S:1:pos:R:3:lowdin_charge:R:1 method="wB97M-V/def2-TZVPD" homo_energy_ev=-8.72 e_above_lowest_kcal_mol=5.8 lumo_ev=-1.78 smiles="S=C(S)C(=S)S"
C 0.69001 -0.24543 -0.02470 -1.3345
C -0.73221 0.22414 -0.01322 -1.3124
H 2.88951 -0.04680 -0.14810 -0.1102
H -2.87489 0.07169 0.08813 -0.1203
S 1.99035 0.85675 0.29798 0.7414
S 0.91591 -1.82328 -0.23543 0.6885
S -1.98609 -0.88758 0.27468 0.7875
S -0.89259 1.85051 -0.23934 0.6601

=====

# 8
215
Properties=species:S:1:pos:R:3:lowdin_charge:R:1 method="wB97M-V/def2-TZVPD" multiplicity=2 homo_energy_ev="-17.26 / -17.26" lumo_ev="-8.30 / -11.22" s2=0.7549 charge=+4
C 1.17347 0.35133 -2.20727 -0.0362
C 1.00792 -0.86641 -1.31847 -0.4500
C 0.37488 -0.52794 0.06546 -0.0316
O 0.32773 -1.94726 -1.93924 0.0065
H 0.21345 0.81740 -2.42915 0.0822
H 1.80114 0.12931 -3.07031 0.0842
H 1.84241 1.08573 -1.75862 0.0974
H 2.09184 -0.97568 -1.28270 0.1368
H 0.40196 -1.42501 0.68403 0.0390
H -0.67265 -0.22680 0.07525 0.0634
H 0.96121 0.21266 0.60938 0.0831
C 1.19587 8.04627 -0.26141 -0.0164
C 0.14449 7.05347 -0.72569 -0.2714
C 0.84691 6.12279 -1.70696 -0.1310
O 0.01167 4.96917 -1.98735 -0.1975
C 0.63156 3.82973 -2.47290 -0.1197
N -0.50211 6.25608 0.39927 0.2393
H -1.09149 5.49600 0.09105 0.1308
H 0.10741 5.85287 1.09641 0.0725
H -1.11891 6.92560 0.83678 0.1672
H 1.99979 7.44251 0.15963 0.0740
H 0.84162 8.77150 0.47116 0.0998
H 1.75416 8.58459 -1.02732 0.1140
H -0.70858 7.50684 -1.23049 0.1604
H 1.71115 5.67221 -1.21892 0.1120
H 1.12738 6.54057 -2.67387 0.1559
H 0.40384 3.60957 -3.51586 0.0932
H 0.28055 2.92689 -1.97312 0.0465
H 1.71267 3.94909 -2.40174 0.1012
C -3.55138 -1.72553 -1.10218 -0.0318
C -3.26849 -2.72766 0.06304 -0.2337
C -4.25786 -3.97442 0.34734 -0.0993
O -4.19755 -4.74643 -0.89745 -0.2012
C -3.74398 -6.08044 -0.73333 -0.0828
N -1.88456 -3.27197 -0.22623 0.2284
H -1.52974 -3.86291 0.51201 0.1642
H -1.84421 -3.84623 -1.05611 0.1476
H -1.15279 -2.58708 -0.35085 0.0876
H -4.42235 -1.12203 -0.84662 0.0979
H -3.89941 -2.36100 -1.91653 0.0801
H -2.71570 -1.07614 -1.36300 0.0632
H -3.24653 -2.22730 1.03117 0.1404
H -5.26512 -3.69052 0.65217 0.1362
H -4.10771 -4.53862 1.26780 0.1254
H -2.65497 -6.06136 -0.77568 0.0765
H -4.29112 -6.74667 -1.40032 0.1052
H -3.91525 -6.41277 0.29054 0.0904
C -6.90039 5.53774 3.96521 -0.0921
C -6.03719 4.36329 4.38094 -0.2540
C -4.51324 4.60633 4.14938 -0.2577
C -3.59330 3.40734 4.39482 -0.2723
P -1.86835 3.67414 3.98062 1.0747
C -0.88710 2.37319 4.76205 -0.2625
C 0.57457 2.57276 4.55561 -0.2699
C 1.23401 1.65979 5.54109 -0.2607
C 2.72300 1.88735 5.54764 -0.0886
C -1.76751 3.49333 2.13581 -0.2664
C -2.16648 2.09880 1.72486 -0.2320
C -2.65203 1.95752 0.20604 -0.2088
C -3.92085 2.79314 -0.15384 -0.0841
C -1.42624 5.37715 4.60648 -0.2312
C -1.55052 5.50290 6.11556 -0.2506
C -1.01484 6.76707 6.81189 -0.2410
C -1.22636 6.63708 8.31161 -0.1061
H -6.68239 6.48033 4.46731 0.0835
H -7.96403 5.31578 4.05183 0.0870
H -6.62923 5.82121 2.94825 0.0696
H -6.32411 3.38722 3.98971 0.1062
H -6.05955 4.21119 5.46004 0.1116
H -4.28340 5.48209 4.75626 0.1072
H -4.46100 4.95693 3.11863 0.0992
H -4.07713 2.57559 3.88275 0.0969
H -3.53864 3.24973 5.47198 0.1061
H -1.10313 1.35217 4.44749 0.1048
H -1.14018 2.33741 5.82166 0.1120
H 1.04432 3.53328 4.76733 0.0955
H 0.95747 2.50675 3.53722 0.1017
H 1.03082 0.61789 5.29356 0.0960
H 0.99000 1.80606 6.59331 0.1259
H 3.01137 2.88814 5.22613 0.0714
H 3.26537 1.05340 5.10214 0.0594
H 3.04850 2.08796 6.56838 0.0875
H -0.71847 3.63634 1.87665 0.0599
H -2.34227 4.18014 1.51448 0.0751
H -2.82215 1.62746 2.45701 0.0940
H -1.20978 1.58569 1.82250 0.0842
H -3.03540 0.95410 0.02090 0.0701
H -1.87194 2.26118 -0.49208 0.0940
H -4.28677 2.49539 -1.13647 0.0679
H -3.70628 3.86145 -0.12615 0.0627
H -4.75169 2.54737 0.50754 0.0811
H -1.86316 6.20725 4.05138 0.1064
H -0.38112 5.55659 4.35424 0.0715
H -1.06882 4.69188 6.66174 0.1065
H -2.59086 5.37881 6.41620 0.1069
H -1.40715 7.72060 6.45837 0.1162
H 0.06470 6.88387 6.71678 0.1133
H -0.60889 7.32140 8.89345 0.0844
H -0.83286 5.67708 8.64574 0.0756
H -2.24015 6.79685 8.67878 0.0838
C -0.07302 -2.52143 5.41803 -0.0949
C 0.37468 -2.22699 3.95187 -0.2356
C 1.89611 -2.40362 3.72030 -0.2175
C 2.26566 -2.64180 2.27133 -0.2650
P 4.08189 -3.01127 1.82091 1.0967
C 4.50042 -4.51957 2.73513 -0.3077
C 4.83441 -4.39993 4.15198 -0.2728
C 4.66982 -5.68398 4.97841 -0.2133
C 5.02520 -6.99723 4.21737 -0.0954
C 4.31818 -3.21148 -0.06810 -0.2390
C 3.48751 -4.30939 -0.65336 -0.2662
C 3.48405 -4.15749 -2.20764 -0.2342
C 2.62079 -5.30052 -2.73868 -0.0991
C 5.03346 -1.54297 2.32864 -0.2557
C 4.44551 -0.14011 1.87881 -0.2356
C 5.64151 0.82504 1.84907 -0.2240
C 6.20121 1.11639 3.32384 -0.0622
H 0.31318 -1.99011 6.28788 0.0775
H 0.10255 -3.55913 5.70167 0.0755
H -1.14199 -2.34046 5.53053 0.0708
H -0.06690 -1.24945 3.75816 0.0803
H -0.27800 -2.77642 3.27347 0.0866
H 2.22326 -3.25834 4.31236 0.0984
H 2.51812 -1.55462 4.00385 0.1107
H 2.15554 -1.64264 1.84984 0.0503
H 1.54294 -3.23799 1.71425 0.0768
H 5.18293 -5.08627 2.10177 0.1121
H 3.51079 -4.96902 2.65305 0.1015
H 4.18783 -3.71602 4.70179 0.0968
H 5.83113 -4.00832 4.35518 0.1274
H 3.71241 -5.86487 5.46702 0.1116
H 5.52381 -5.60073 5.65061 0.1121
H 4.58271 -7.85420 4.72520 0.0799
H 6.10134 -7.13521 4.11258 0.0847
H 4.56439 -7.05861 3.23148 0.0523
H 5.36452 -3.30612 -0.35844 0.1173
H 4.01532 -2.22484 -0.41869 0.0696
H 2.43428 -4.12122 -0.44505 0.0902
H 3.73858 -5.25886 -0.18052 0.1213
H 4.49067 -4.13468 -2.62513 0.1221
H 2.97615 -3.20921 -2.38343 0.0866
H 2.73703 -5.40302 -3.81761 0.0814
H 1.58915 -5.07497 -2.46860 0.0502
H 2.93520 -6.22430 -2.25300 0.0864
H 6.03338 -1.77509 1.96208 0.1068
H 5.11994 -1.43534 3.40986 0.0975
H 3.84017 0.34689 2.64334 0.0934
H 4.06581 -0.21240 0.85965 0.0885
H 5.21061 1.79086 1.58523 0.0792
H 6.39543 0.50161 1.13137 0.1122
H 5.38827 1.17471 4.04761 0.0542
H 6.77200 2.04491 3.31155 0.0804
H 6.96550 0.42729 3.68315 0.0687
C -2.26154 -7.52087 -4.22201 -0.0869
C -1.12959 -6.54023 -4.47333 -0.2408
C -1.59834 -5.07825 -4.80007 -0.2452
C -0.46808 -4.13403 -5.04778 -0.2805
P -0.91941 -2.43821 -5.61500 1.0569
C 0.63456 -1.38723 -5.66696 -0.2578
C 1.77210 -1.62207 -6.72657 -0.1837
C 3.08153 -0.82165 -6.26282 -0.2718
C 4.24887 -1.16952 -7.08316 -0.1090
C -2.16464 -1.65086 -4.56798 -0.2792
C -2.83873 -0.35926 -5.03184 -0.2538
C -3.91166 0.21177 -4.13475 -0.2412
C -4.79025 1.17646 -5.02386 -0.0617
C -1.55720 -2.31647 -7.39338 -0.2200
C -3.02508 -2.74885 -7.74022 -0.2381
C -3.16811 -2.89424 -9.22279 -0.2756
C -3.08275 -1.58831 -10.06542 -0.0656
H -3.01791 -7.11746 -3.54875 0.0559
H -1.90512 -8.51040 -3.93584 0.0890
H -2.80948 -7.64909 -5.15552 0.0829
H -0.35733 -6.88788 -5.15952 0.1199
H -0.50798 -6.50434 -3.57867 0.0860
H -2.26323 -4.55564 -4.11240 0.0969
H -2.09249 -5.20966 -5.76270 0.1085
H 0.30326 -4.47514 -5.73827 0.1084
H 0.02718 -4.05462 -4.08005 0.0734
H 0.99152 -1.50487 -4.64380 0.0504
H 0.24952 -0.36776 -5.64399 0.0876
H 1.60477 -1.24811 -7.73664 0.1160
H 1.91590 -2.69672 -6.83866 0.0988
H 3.16908 -0.90344 -5.17942 0.0839
H 2.85945 0.24415 -6.31624 0.1102
H 4.49036 -0.36327 -7.77580 0.0968
H 4.25952 -2.19075 -7.46404 0.0847
H 5.04919 -1.44669 -6.39705 0.0814
H -1.60416 -1.44901 -3.65516 0.0652
H -2.85415 -2.46089 -4.33023 0.0869
H -3.21312 -0.40669 -6.05443 0.0933
H -2.00124 0.32114 -5.18600 0.1120
H -3.42347 0.79211 -3.35182 0.0902
H -4.47181 -0.54512 -3.58571 0.0933
H -5.10142 0.69017 -5.94841 0.0763
H -4.03611 1.84300 -5.44231 0.0747
H -5.55412 1.73918 -4.48725 0.0801
H -0.74405 -2.90458 -7.81886 0.0920
H -1.27873 -1.27978 -7.58264 0.0909
H -3.79087 -2.03941 -7.42660 0.1061
H -3.21506 -3.68617 -7.21729 0.0994
H -4.15134 -3.36121 -9.16545 0.1140
H -2.47259 -3.57533 -9.71318 0.1162
H -3.54219 -0.80564 -9.46173 0.0724
H -3.49751 -1.83019 -11.04397 0.0883
H -2.01400 -1.38476 -10.13199 0.0685
N 1.65633 4.87495 1.70033 -0.2880
S 2.72840 3.92114 1.45188 0.3887
O 3.38919 3.21261 2.57214 -0.2867
O 3.58579 4.19518 0.28744 -0.2745
F 1.67370 2.87889 0.91424 -0.2210
S 2.54549 5.82646 2.83035 0.5545
O 3.75188 6.34605 2.33595 -0.1968
O 2.41752 5.51987 4.22973 -0.2442
F 1.64210 7.13552 2.69152 -0.1901